Below is a structure of composition C39H91Br2N25O13 in a non-equilibrium geometry, with properties calculated with the ωB97M-V functional and the def2-TZVPD basis.

Cartesian coordinates (Å):
C -7.1446 -0.5621 0.1727
C -5.9141 -0.0257 -0.2279
C -4.5366 0.5429 -0.9241
C -3.3047 -0.3175 -0.2755
C -3.5288 -1.9402 -0.2255
C -3.7656 -2.6609 -1.6767
C -2.4942 -2.5966 -2.7080
C -1.0165 -2.6272 -1.9994
C 0.2148 -2.5070 -3.0996
C 1.0721 -1.0996 -2.9656
C 1.7847 -0.8812 -1.5040
C 3.0570 -1.9271 -1.2301
C 4.3751 -1.0727 -0.7239
C 4.5959 -1.4042 0.8664
C 6.0736 -0.7713 1.3194
C 6.3942 -1.4213 2.8013
C 6.3182 -0.2580 3.9985
C 7.4359 0.8894 3.6257
C 7.8683 1.6748 5.0081
N -4.4235 0.6142 -2.4306
C -3.4125 1.7137 -2.7237
O -2.6945 1.6112 -3.8436
C -3.4980 2.8517 -1.5479
O -2.3519 2.9181 -0.5806
C -1.0773 2.6432 -1.2604
N -0.0521 2.6724 -2.0871
C -3.6407 4.4286 -1.9717
Br -2.7681 5.7009 -0.6361
C -2.8991 4.7950 -3.4258
C -4.0302 4.5901 -4.6263
C -4.6578 2.1720 -0.5645
Br -3.9432 2.7536 1.2576
N -6.0350 2.7906 -0.5180
C -6.7118 2.8646 -1.8633
C -8.0610 1.9145 -2.0067
H -8.2121 -0.8451 0.5851
H -2.3235 -0.1186 -0.9257
H -3.0039 0.0086 0.8267
H -4.4353 -2.2827 0.4718
H -2.5619 -2.3913 0.3101
H -4.0559 -3.7916 -1.5116
H -4.6971 -2.1534 -2.2213
H -2.5032 -1.7002 -3.4601
H -2.5602 -3.5824 -3.3779
H -0.8769 -1.7149 -1.2579
H -0.8197 -3.5954 -1.3723
H -0.1910 -2.5329 -4.2206
H 0.9831 -3.3861 -2.9725
H 1.9594 -1.1543 -3.7609
H 0.4162 -0.1354 -3.2103
H 1.0667 -0.9939 -0.5831
H 2.1702 0.2478 -1.4868
H 2.7481 -2.6641 -0.3441
H 3.2601 -2.5949 -2.1692
H 5.2926 -1.3887 -1.4009
H 4.2588 0.0950 -0.8265
H 4.6673 -2.5552 1.0978
H 3.7956 -0.9128 1.5768
H 5.9298 0.3985 1.3285
H 6.8548 -1.0487 0.4929
H 7.4390 -1.9456 2.8614
H 5.5751 -2.2252 3.0645
H 6.4293 -0.7052 5.0755
H 5.2523 0.2337 3.8756
H 6.9165 1.6570 2.9083
H 8.3480 0.4083 3.0570
H 9.0487 1.8249 4.9566
H 7.4001 2.7476 5.1158
H 7.5610 1.0492 5.9525
H -3.9755 -0.1817 -2.9339
H -4.7384 4.8198 -2.0822
H -2.5406 5.9156 -3.4794
H -1.9506 4.0998 -3.5642
H -5.1022 4.9769 -4.2721
H -3.6740 5.1598 -5.6095
H -4.1813 3.4696 -4.9326
H -5.9788 3.7422 -0.0466
H -7.1107 3.9848 -1.9734
H -6.0222 2.6826 -2.7896
H -8.6420 2.3138 -2.9509
H -7.7173 0.7963 -2.2446
H -8.7073 1.9806 -1.0323
C 10.0770 0.9065 0.5180
O 9.0802 0.2973 0.8726
N 10.3373 1.1878 -0.7715
N 11.0044 1.3511 1.3851
H 11.1526 1.6883 -1.0828
H 9.6642 0.8709 -1.4570
H 10.8468 1.1604 2.3660
H 11.8316 1.8546 1.1123
C -4.0292 0.2488 4.9446
O -5.1872 0.2597 4.5581
N -3.5962 -0.5680 5.9219
N -3.0824 1.0525 4.4277
H -2.6467 -0.5914 6.2536
H -4.2772 -1.1895 6.3382
H -3.3664 1.6831 3.6893
H -2.1237 1.0579 4.7326
C 0.3264 -6.7978 -1.4839
O 0.6327 -5.6938 -1.0622
N -0.0848 -7.7950 -0.6800
N 0.3726 -7.1161 -2.7901
H -0.3413 -8.7107 -1.0085
H -0.1339 -7.5973 0.3109
H 0.6770 -6.3937 -3.4296
H 0.1242 -8.0196 -3.1563
C -8.3744 2.8045 3.2117
O -8.8274 2.8218 4.3453
N -8.8169 3.6218 2.2391
N -7.3922 1.9667 2.8337
H -8.4564 3.6223 1.2998
H -9.5560 4.2684 2.4817
H -7.0305 1.3345 3.5358
H -7.0062 1.9377 1.9051
C -3.9414 -7.0175 -3.8137
O -2.9466 -7.7031 -3.6380
N -5.0543 -7.4885 -4.4047
N -4.0138 -5.7296 -3.4320
H -5.8833 -6.9394 -4.5581
H -5.0419 -8.4537 -4.7073
H -3.1973 -5.3357 -2.9830
H -4.8242 -5.1491 -3.5680
C 0.6118 -0.5987 6.2799
O -0.5463 -0.5878 5.8934
N 1.0447 -1.4154 7.2572
N 1.5586 0.2051 5.7630
H 1.9943 -1.4388 7.5890
H 0.3637 -2.0369 7.6735
H 1.2745 0.8356 5.0247
H 2.5173 0.2105 6.0680
C 1.6792 -4.7876 5.5759
O 2.3839 -4.7946 6.5728
N 0.8692 -3.7596 5.2650
N 1.6497 -5.8072 4.6989
H 0.2816 -3.7355 4.4487
H 0.8612 -2.9714 5.8991
H 2.2449 -6.6012 4.8957
H 1.0762 -5.8197 3.8725
C -10.2357 5.5042 -0.4677
O -9.2409 4.8187 -0.2920
N -11.3486 5.0332 -1.0587
N -10.3081 6.7922 -0.0861
H -12.1775 5.5823 -1.2121
H -11.3361 4.0680 -1.3613
H -9.4916 7.1860 0.3630
H -11.1184 7.3727 -0.2220
C 11.9864 -2.4109 -1.0546
O 11.4105 -1.7060 -1.8682
N 12.4005 -3.6591 -1.3378
N 12.2584 -2.0026 0.1980
H 12.8762 -4.2547 -0.6812
H 12.2154 -4.0054 -2.2701
H 11.9636 -1.0689 0.4522
H 12.7317 -2.5686 0.8819
C -1.1416 10.0964 -2.1938
O -1.3709 11.1423 -2.7803
N -2.1020 9.2017 -1.8997
N 0.0923 9.7451 -1.7890
H -1.9326 8.3351 -1.4175
H -3.0454 9.4275 -2.1868
H 0.8444 10.3908 -1.9907
H 0.3009 8.8882 -1.3049
C 7.1332 -1.8196 -3.9639
O 5.9752 -1.8087 -4.3503
N 7.5662 -2.6363 -2.9866
N 8.0801 -1.0158 -4.4808
H 8.5157 -2.6598 -2.6548
H 6.8852 -3.2578 -2.5703
H 7.7960 -0.3853 -5.2191
H 9.0388 -1.0104 -4.1758

Largest force on an atom   12.0 eV/Å
Total energy   -245867.3147 eV

***

Below is a structure of composition C28H43BrGeI2N3O5Si3Ti in a non-equilibrium geometry, with properties calculated with the ωB97M-V functional and the def2-TZVPD basis.

Cartesian coordinates (Å):
Ti -0.9828 -0.1404 1.3281
O -2.2864 -1.4574 1.2407
N -2.0309 -2.7553 1.4338
N -0.6946 -2.9010 1.3409
O 0.0648 -1.8093 1.1072
C -0.1361 -4.1486 1.2716
C 1.1929 -4.3089 0.8522
C 1.7288 -5.5762 0.7557
C 0.9787 -6.7032 1.0692
C -0.3348 -6.5339 1.4949
C -0.8992 -5.2815 1.6050
H 1.7658 -3.4354 0.5926
H 2.7531 -5.6847 0.4173
H 1.4045 -7.6923 0.9772
H -0.9324 -7.3990 1.7515
H -1.9141 -5.1503 1.9407
C 3.2872 1.5036 -1.1678
Si 2.4232 -0.1744 -1.3507
C 2.9107 -0.8241 -3.0684
C 3.2641 -1.3492 -0.1268
Ge 0.0529 0.0556 -1.1569
Si -0.5567 1.8836 -2.6569
C -0.4093 1.4111 -4.4950
C 0.3763 3.5354 -2.6575
C -2.3903 2.3685 -2.4592
Si -1.0498 -1.7343 -2.3711
C -2.8309 -1.1235 -2.6069
C -0.3714 -2.0852 -4.1249
C -1.2556 -3.4724 -1.6690
H 4.1236 1.5713 -1.8639
H 3.6742 1.6126 -0.1557
H 2.6177 2.3372 -1.3327
H 3.9941 -0.8452 -3.1723
H 2.5053 -0.2056 -3.8634
H 2.5386 -1.8318 -3.2152
H 4.2193 -0.9257 0.1847
H 3.4509 -2.3218 -0.5807
H 2.6662 -1.5012 0.7690
H 0.5986 1.1113 -4.7660
H -0.6801 2.2772 -5.0979
H -1.0767 0.6014 -4.7599
H 1.4416 3.4125 -2.8249
H 0.2666 4.0873 -1.7347
H -0.0327 4.1250 -3.4803
H -2.9841 1.9867 -3.2880
H -2.4919 3.4533 -2.4518
H -2.8241 1.9813 -1.5443
H -2.8975 -0.3196 -3.3370
H -3.2276 -0.7497 -1.6624
H -3.4734 -1.9391 -2.9386
H -0.6357 -1.3197 -4.8423
H -0.7839 -3.0304 -4.4776
H 0.7080 -2.1709 -4.1366
H -1.8658 -3.4879 -0.7694
H -0.3201 -3.9778 -1.4464
H -1.7722 -4.0361 -2.4487
O 0.8982 3.0656 0.4386
H 0.0698 3.5242 0.6113
H 0.7601 2.2424 0.9663
Br -3.3618 7.7865 3.0040
C -3.2277 5.9662 2.4489
C -3.8136 4.9811 3.2270
C -3.7316 3.6646 2.8104
C -3.0604 3.3403 1.6363
C -2.4654 4.3454 0.8814
C -2.5538 5.6694 1.2757
C -2.9716 1.8945 1.2192
O -3.9337 1.1638 1.3662
O -1.8185 1.5565 0.7319
H -4.3253 5.2401 4.1423
H -4.1708 2.8674 3.3958
H -1.9485 4.0849 -0.0308
H -2.1030 6.4555 0.6872
I -1.6018 0.1559 4.0804
I -2.5944 -0.1045 7.1504
N 0.6807 0.6908 1.8422
C 1.7731 0.4670 2.5621
C 1.9893 -0.7500 3.2570
C 3.1275 -0.9415 4.0073
C 4.0955 0.0537 4.0921
C 3.9066 1.2597 3.4246
C 2.7705 1.4685 2.6752
H 1.2289 -1.5235 3.1875
H 3.2668 -1.8778 4.5344
H 4.9886 -0.1054 4.6863
H 4.6534 2.0406 3.4964
H 2.6064 2.4060 2.1623

Largest force on an atom   1.5 eV/Å
Energy relative to the best compared isomer or geometry (same formula, charge and spin)   267.8 kJ/mol
Spin multiplicity   4
Charge   -2

***

Below is a structure of composition C3H7O4Tl in a non-equilibrium geometry, with properties calculated with the ωB97M-V functional and the def2-TZVPD basis.

Cartesian coordinates (Å):
Tl 4.5571 24.8669 -17.9404
O 5.5325 25.0601 -15.4957
H 5.8094 25.8811 -15.0097
C 4.5797 27.9142 -23.2832
O 4.7984 27.0978 -22.1467
C 4.8840 27.5970 -20.9350
O 4.9082 26.8329 -19.9796
O 4.9217 28.8828 -20.9206
C 4.7794 29.5746 -19.6375
H 5.5324 28.3689 -23.6049
H 3.9312 28.7697 -23.0397
H 4.1537 27.2757 -24.0448
H 5.5738 29.3180 -18.9463
H 3.8177 29.3176 -19.1869
H 4.7222 30.6179 -19.9261

Largest force on an atom   2.4 eV/Å
Energy relative to the best compared isomer or geometry (same formula, charge and spin)   185.9 kJ/mol
Charge   +2

***

- Among the records above, which one has the lowest largest force on an atom?
  C28H43BrGeI2N3O5Si3Ti

***

What did the third record say?
Below is a structure of composition C3H7O4Tl in a non-equilibrium geometry, with properties calculated with the ωB97M-V functional and the def2-TZVPD basis.

Cartesian coordinates (Å):
Tl 4.5571 24.8669 -17.9404
O 5.5325 25.0601 -15.4957
H 5.8094 25.8811 -15.0097
C 4.5797 27.9142 -23.2832
O 4.7984 27.0978 -22.1467
C 4.8840 27.5970 -20.9350
O 4.9082 26.8329 -19.9796
O 4.9217 28.8828 -20.9206
C 4.7794 29.5746 -19.6375
H 5.5324 28.3689 -23.6049
H 3.9312 28.7697 -23.0397
H 4.1537 27.2757 -24.0448
H 5.5738 29.3180 -18.9463
H 3.8177 29.3176 -19.1869
H 4.7222 30.6179 -19.9261

Largest force on an atom   2.4 eV/Å
Energy relative to the best compared isomer or geometry (same formula, charge and spin)   185.9 kJ/mol
Charge   +2